ORCA calculation (wB97M-V/def2-TZVPD) on the molecule C4H7N3 at a distorted geometry.

Summary:
**HOMO level**: -8.3 eV
**Relative energy (zero: lowest compared OMol25 entry of this formula, charge and spin)**: 1.906 eV
**E_tot**: -320.81324 Eh

Structure (ORCA input):
```
! wB97M-V def2-TZVPD RIJCOSX def2/J DEFGRID3
* xyz 0 1
C 0.783 -1.094 1.396
C 0.786 0.310 0.789
C -0.335 0.556 -0.173
C -0.311 0.242 -1.587
N -1.323 0.395 -2.349
N -2.531 1.417 0.423
N -1.462 1.006 0.245
H 1.639 -1.238 2.063
H -0.133 -1.265 1.971
H 0.829 -1.856 0.611
H 0.769 1.061 1.587
H 1.724 0.473 0.246
H 0.666 -0.134 -1.916
H -1.100 0.126 -3.305
*
```